[1]
The following is a DFT calculation (the ωB97M-V functional and the def2-TZVPD basis) of a structure of composition C10H20O10Pb.

The geometry in ORCA input format:
```
! wB97M-V def2-TZVPD RIJCOSX def2/J DEFGRID3
* xyz -8 1
Pb 1.06 -9.65 -42.10
O -1.09 -12.74 -43.58
C -1.68 -12.51 -44.88
C -2.43 -11.15 -45.28
O -1.76 -9.92 -44.93
H -2.35 -13.36 -45.03
H -0.94 -12.64 -45.67
H -3.41 -11.23 -44.80
H -2.75 -11.11 -46.32
O 3.13 -11.08 -37.93
C 2.97 -11.52 -36.57
C 4.23 -12.07 -35.75
O 5.47 -12.03 -36.53
H 2.22 -12.30 -36.54
H 2.43 -10.73 -36.04
H 4.01 -13.11 -35.51
H 4.39 -11.76 -34.72
O 2.26 -4.63 -43.90
C 2.65 -3.26 -43.90
C 1.88 -2.14 -44.70
O 0.50 -2.02 -44.62
H 3.68 -3.17 -44.26
H 2.67 -2.94 -42.86
H 2.12 -2.31 -45.75
H 2.37 -1.16 -44.73
O -2.14 -6.00 -39.92
C -3.20 -5.29 -39.23
C -4.73 -5.11 -39.89
O -4.74 -4.47 -41.18
H -2.78 -4.35 -38.90
H -3.38 -5.80 -38.28
H -5.41 -4.57 -39.23
H -5.26 -6.06 -39.80
O 5.12 -11.52 -43.22
C 5.58 -12.63 -44.01
C 5.74 -14.05 -43.33
O 5.75 -13.96 -41.84
H 5.00 -12.79 -44.92
H 6.58 -12.43 -44.41
H 4.90 -14.66 -43.68
H 6.61 -14.59 -43.69
*
```

Calculated total energy (eV): -36348.55677
LUMO (eV): 13.5
Kohn-Sham gap (eV): 2.4



[2]
The following is a DFT calculation (the ωB97M-V functional and the def2-TZVPD basis) of a cluster of 2 separate species, C3H6O2 in total.

The geometry in ORCA input format:
```
! wB97M-V def2-TZVPD RIJCOSX def2/J DEFGRID3
* xyz 0 1
O 0.01 -1.05 -1.22
C -0.88 -0.31 -0.48
C -1.12 -0.46 0.82
C 0.91 1.53 -0.06
O 1.87 0.63 -0.06
H 0.25 -1.83 -0.70
H -1.37 0.44 -1.10
H -0.58 -1.18 1.43
H -1.85 0.17 1.31
H 0.93 1.91 0.99
H 1.83 0.16 -0.92
*
```

Energy relative to the best compared isomer or geometry (same formula, charge and spin) (kJ/mol): 427.1
Calculated total energy (eV): -7299.25190
LUMO (eV): 0.8
Kohn-Sham gap (eV): 9.1



[3]
The following is a DFT calculation (the ωB97M-V functional and the def2-TZVPD basis) of the ion C19H25ClFN2O2 with charge +1.

The geometry in ORCA input format:
```
! wB97M-V def2-TZVPD RIJCOSX def2/J DEFGRID3
* xyz 1 1
C 0.81 1.38 1.84
H 1.47 0.52 1.90
H 1.18 2.06 1.07
H 0.78 1.89 2.80
O -0.53 0.99 1.59
C -0.81 0.09 0.60
C -1.97 -0.65 0.81
C -2.47 -1.53 -0.15
C -1.77 -1.68 -1.33
C -0.61 -0.96 -1.55
C -0.11 -0.06 -0.61
O 0.95 0.75 -0.84
C 2.09 0.26 -1.56
C 3.25 0.10 -0.61
C 4.28 1.04 -0.57
C 5.35 0.94 0.30
C 5.40 -0.14 1.17
C 4.40 -1.09 1.16
C 3.33 -0.96 0.28
Cl 2.08 -2.16 0.30
H 4.43 -1.93 1.84
H 6.23 -0.24 1.85
H 6.12 1.69 0.28
F 4.22 2.09 -1.41
H 2.33 1.01 -2.32
H 1.88 -0.69 -2.04
H -0.09 -1.08 -2.49
H -2.13 -2.35 -2.10
C -3.79 -2.21 0.12
N -4.78 -1.19 0.45
H -5.55 -1.60 0.96
C -5.24 -0.38 -0.66
H -6.25 -0.64 -1.00
H -4.57 -0.51 -1.51
C -5.24 1.09 -0.21
N -3.86 1.47 0.17
C -3.80 2.38 1.33
H -2.76 2.54 1.61
H -4.32 1.94 2.17
H -4.26 3.33 1.08
C -3.11 2.02 -0.96
H -3.53 2.98 -1.26
H -3.14 1.34 -1.80
H -2.06 2.17 -0.68
H -5.89 1.18 0.66
H -5.61 1.75 -1.00
H -3.38 0.57 0.46
H -4.08 -2.83 -0.74
H -3.69 -2.87 0.99
H -2.44 -0.60 1.79
*
```

Energy relative to the best compared isomer or geometry (same formula, charge and spin) (kJ/mol): 6.2
Structure (SMILES): COc1cc(CNCC[NH+](C)C)ccc1OCc1c(F)cccc1Cl
Calculated total energy (eV): -42417.30604
LUMO (eV): -2.1
Kohn-Sham gap (eV): 9.1



[4]
The following is a DFT calculation (the ωB97M-V functional and the def2-TZVPD basis) of a structure of composition C20H29AuN4O3S2.

The geometry in ORCA input format:
```
! wB97M-V def2-TZVPD RIJCOSX def2/J DEFGRID3
* xyz 2 1
Au 0.49 -1.38 0.43
C -1.14 4.17 -4.97
C -1.46 3.01 -4.10
C -2.20 1.92 -4.56
C -2.44 0.83 -3.75
C -1.96 0.84 -2.45
C -1.21 1.91 -1.97
C -0.98 2.99 -2.78
S -2.30 -0.48 -1.32
O -3.27 -1.39 -1.84
O -2.45 0.06 0.00
N -0.81 -1.23 -1.22
C -0.41 -2.31 -1.91
C -0.98 -2.87 -3.06
C -0.40 -4.00 -3.59
C 0.74 -4.55 -2.99
C 1.24 -3.94 -1.84
N 0.68 -2.86 -1.34
H -1.59 4.08 -5.96
H -0.06 4.26 -5.09
H -1.48 5.10 -4.51
H -2.60 1.92 -5.57
H -3.02 -0.01 -4.10
H -0.84 1.87 -0.95
H -0.43 3.83 -2.41
H -1.89 -2.45 -3.47
H -0.83 -4.47 -4.46
H 1.22 -5.43 -3.39
H 2.10 -4.34 -1.31
C 3.61 -1.49 0.26
C 3.33 -2.31 1.49
O 2.01 -2.01 1.97
C 1.59 -2.73 3.14
C 2.17 -2.10 4.39
H 4.60 -1.71 -0.13
H 3.56 -0.42 0.49
H 2.88 -1.71 -0.52
H 4.05 -2.05 2.28
H 3.41 -3.39 1.29
H 1.89 -3.78 3.05
H 0.50 -2.67 3.15
H 3.26 -2.16 4.40
H 1.79 -2.60 5.27
H 1.88 -1.05 4.43
C 0.77 2.46 4.54
N -0.29 2.44 3.58
C -1.45 3.32 3.69
C -2.34 2.86 2.53
N -1.57 1.78 1.93
C -0.44 1.58 2.58
S 0.76 0.42 2.21
H 0.93 3.48 4.88
H 1.68 2.07 4.09
H 0.51 1.84 5.41
H -1.13 4.36 3.59
H -1.92 3.20 4.67
H -2.51 3.64 1.78
H -3.32 2.50 2.86
H -1.94 1.16 1.20
*
```

Calculated total energy (eV): -58659.26915
LUMO (spin up / spin down) (eV): -9.8 / -9.8
Kohn-Sham gap (spin up / spin down) (eV): 4.5 / 4.5



[5]
The following is a DFT calculation (the ωB97M-V functional and the def2-TZVPD basis) of a cluster of 8 separate species, C69H75N5O19P in total.

The geometry in ORCA input format:
```
! wB97M-V def2-TZVPD RIJCOSX def2/J DEFGRID3
* xyz 1 1
C -0.80 4.61 -1.95
C 0.35 5.55 -2.22
C 1.51 5.37 -1.24
N 1.89 3.94 -1.16
C 2.34 3.20 -2.16
N 2.54 1.95 -1.84
C 2.22 1.88 -0.55
N 2.24 0.67 0.09
C 2.68 -0.47 -0.75
C 1.51 -1.09 -1.49
C 1.91 -1.63 -2.83
O 2.92 -1.33 -3.33
N 0.99 -2.52 -3.48
C -0.39 -2.28 -3.18
C -1.02 -1.17 -3.77
C -2.37 -0.87 -3.47
C -3.09 -1.68 -2.57
C -2.46 -2.81 -2.00
C -1.11 -3.10 -2.29
P 1.78 0.23 1.63
O 1.81 -1.22 1.82
O 2.70 1.08 2.56
O 0.34 0.88 1.83
N 1.83 3.10 -0.08
C 1.39 3.68 1.19
C 2.37 4.71 1.78
C 3.39 4.10 2.72
C 2.82 3.80 4.09
C 3.86 3.54 5.20
C 5.23 3.03 4.74
C 5.82 1.95 5.67
C 5.87 0.59 4.97
C 7.19 0.38 4.24
C 7.12 -0.49 2.99
C 6.17 0.00 1.90
C 6.41 1.43 1.47
O 7.11 1.50 0.23
C 6.45 2.17 -0.80
H -0.59 3.59 -2.26
H -1.03 4.59 -0.89
H -1.68 4.96 -2.46
H 0.01 6.56 -2.06
H 0.70 5.48 -3.24
H 2.39 5.89 -1.59
H 1.20 5.74 -0.29
H 2.50 3.62 -3.13
H 3.46 -0.15 -1.42
H 3.11 -1.20 -0.09
H 1.09 -1.89 -0.89
H 0.73 -0.36 -1.60
H 1.21 -3.46 -3.18
H -0.48 -0.55 -4.46
H -2.84 -0.02 -3.92
H -4.11 -1.46 -2.33
H -3.02 -3.40 -1.32
H -0.65 -3.95 -1.82
H 2.50 0.91 3.49
H -0.30 0.21 1.58
H 1.16 2.93 1.92
H 0.46 4.18 0.98
H 2.90 5.23 0.99
H 1.76 5.41 2.34
H 4.20 4.80 2.86
H 3.83 3.23 2.26
H 2.24 4.67 4.38
H 2.11 2.98 4.08
H 3.45 2.87 5.94
H 4.01 4.48 5.72
H 5.18 2.59 3.76
H 5.92 3.86 4.72
H 6.85 2.22 5.88
H 5.27 1.88 6.59
H 5.70 -0.19 5.70
H 5.05 0.52 4.26
H 7.66 1.32 4.00
H 7.86 -0.11 4.92
H 8.10 -0.57 2.55
H 6.83 -1.50 3.26
H 5.14 -0.15 2.20
H 6.31 -0.61 1.02
H 7.02 1.96 2.20
H 5.48 1.98 1.38
H 7.15 2.33 -1.60
H 6.08 3.14 -0.47
H 5.62 1.58 -1.19
C 0.18 4.40 -7.12
C -0.53 4.41 -5.99
C -1.71 5.30 -5.82
O -2.34 5.30 -4.79
C -2.07 6.18 -6.96
C -1.36 6.18 -8.08
C -0.18 5.29 -8.26
O 0.47 5.28 -9.28
H 1.03 3.75 -7.27
H -0.30 3.76 -5.15
H -2.93 6.82 -6.82
H -1.60 6.81 -8.93
C -3.82 -7.59 -2.88
C -4.32 -6.48 -2.33
C -4.10 -6.17 -0.91
O -4.56 -5.15 -0.41
C -3.30 -7.12 -0.10
C -2.79 -8.22 -0.64
C -3.01 -8.54 -2.08
O -2.55 -9.54 -2.58
H -3.98 -7.84 -3.92
H -4.92 -5.78 -2.90
H -3.16 -6.87 0.94
H -2.21 -8.94 -0.08
C -8.29 -6.61 -0.03
C -7.18 -6.54 0.70
C -6.73 -7.70 1.52
O -5.71 -7.64 2.18
C -7.56 -8.93 1.50
C -8.67 -8.99 0.77
C -9.12 -7.84 -0.06
O -10.12 -7.91 -0.75
H -8.64 -5.79 -0.64
H -6.56 -5.66 0.73
H -7.21 -9.75 2.10
H -9.30 -9.88 0.73
C 8.97 -4.21 6.17
C 8.77 -2.93 6.43
C 7.46 -2.44 6.94
O 7.27 -1.26 7.16
C 6.39 -3.44 7.15
C 6.59 -4.73 6.89
C 7.89 -5.22 6.38
O 8.08 -6.39 6.14
H 9.91 -4.59 5.80
H 9.53 -2.18 6.28
H 5.44 -3.06 7.52
H 5.82 -5.48 7.03
C -7.68 -11.14 -5.16
C -6.91 -10.14 -4.74
C -7.44 -9.12 -3.80
O -6.74 -8.21 -3.40
C -8.84 -9.25 -3.35
C -9.61 -10.25 -3.77
C -9.09 -11.28 -4.71
O -9.79 -12.19 -5.09
H -7.33 -11.90 -5.85
H -5.88 -10.03 -5.05
H -9.19 -8.49 -2.65
H -10.64 -10.37 -3.45
C -6.91 8.11 -7.24
C -7.57 9.20 -6.85
C -6.85 10.48 -6.58
O -7.44 11.47 -6.23
C -5.37 10.48 -6.76
C -4.72 9.39 -7.14
C -5.44 8.12 -7.41
O -4.84 7.12 -7.76
H -7.41 7.17 -7.44
H -8.64 9.22 -6.72
H -4.87 11.42 -6.56
H -3.65 9.37 -7.28
C 0.84 3.07 8.61
C 1.40 4.16 8.09
C 0.69 5.00 7.10
O 1.21 5.98 6.61
C -0.69 4.58 6.71
C -1.25 3.50 7.23
C -0.54 2.65 8.23
O -1.05 1.66 8.69
H 1.34 2.44 9.33
H 2.40 4.48 8.36
H -1.19 5.21 5.99
H -2.25 3.18 6.97
*
```

Calculated total energy (eV): -128399.51062
LUMO (eV): -3.3
Kohn-Sham gap (eV): 7.6



[6]
The following is a DFT calculation (the ωB97M-V functional and the def2-TZVPD basis) of a structure of composition C12H18B2CsF4N2.

The geometry in ORCA input format:
```
! wB97M-V def2-TZVPD RIJCOSX def2/J DEFGRID3
* xyz 1 1
Cs -4.17 -1.78 -2.68
B -7.12 -0.10 -3.85
H -7.86 -0.88 -3.69
H -6.26 -0.19 -3.21
H -6.80 -0.10 -4.88
H -7.64 0.84 -3.72
C 3.71 1.57 6.03
N 3.03 1.36 4.67
C 3.34 0.31 3.94
C 2.66 0.04 2.80
C 1.83 1.00 2.23
C 1.61 2.15 2.94
C 2.16 2.31 4.23
C 1.28 0.72 0.86
C 1.14 1.76 -0.04
C 0.54 1.50 -1.28
N 0.13 0.20 -1.57
C 0.41 -0.82 -0.77
C 0.93 -0.59 0.48
C -0.51 -0.05 -2.86
H 4.05 2.60 6.08
H 4.58 0.91 5.98
H 3.09 1.22 6.85
H 4.21 -0.21 4.31
H 2.94 -0.87 2.29
H 1.06 2.90 2.40
H 2.04 3.20 4.83
H 1.31 2.83 0.04
H 0.38 2.22 -2.07
H 0.23 -1.82 -1.13
H 0.98 -1.44 1.15
H -1.57 -0.32 -2.77
H -0.14 -0.89 -3.44
H -0.51 0.85 -3.47
B -0.97 -4.08 -4.17
F -0.48 -4.62 -3.02
F -0.01 -3.35 -4.81
F -1.55 -5.07 -4.94
F -2.03 -3.32 -3.73
*
```

Calculated total energy (eV): -28480.64297
LUMO (eV): -6.7
Kohn-Sham gap (eV): 2.1



[7]
The following is a DFT calculation (the ωB97M-V functional and the def2-TZVPD basis) of a cluster of 2 separate species, C5H8O in total.

The geometry in ORCA input format:
```
! wB97M-V def2-TZVPD RIJCOSX def2/J DEFGRID3
* xyz 0 1
C -0.75 0.20 1.42
C 0.61 0.45 0.80
C 1.60 -0.59 0.32
O 1.08 -1.04 -0.97
C -0.24 -0.75 -0.95
C -0.59 0.19 -0.05
H -0.97 -0.76 1.89
H -1.22 1.05 1.91
H 0.96 1.48 0.86
H 1.69 -1.48 0.96
H 2.59 -0.17 0.15
H -0.84 -1.30 -1.66
H -2.11 1.46 -2.69
H -1.79 1.31 -2.03
*
```

Energy relative to the best compared isomer or geometry (same formula, charge and spin) (kJ/mol): 426.8
Structure (SMILES): C1=C2C[C@H]2CO1.[H][H]
Calculated total energy (eV): -7357.83200
LUMO (eV): 0.9
Kohn-Sham gap (eV): 9.0



[8]
The following is a DFT calculation (the ωB97M-V functional and the def2-TZVPD basis) of an isolated molecule of C9H11NO2S.

The geometry in ORCA input format:
```
! wB97M-V def2-TZVPD RIJCOSX def2/J DEFGRID3
* xyz 0 1
C 0.39 0.89 0.08
C -2.09 0.97 0.24
C -3.14 0.24 -0.60
C -2.10 -1.74 0.01
C -1.12 -0.96 0.92
C 1.57 0.04 0.18
C 2.95 0.23 0.26
C 3.63 -0.96 -0.09
C 2.58 -1.89 -0.42
H -2.59 1.06 1.24
H -2.11 1.99 -0.29
H -4.06 0.69 -0.53
H -2.82 0.24 -1.64
H -1.61 -1.82 -0.97
H -2.23 -2.88 0.24
H -0.23 -1.57 1.22
H -1.62 -0.66 1.79
H 3.71 1.02 0.68
H 4.67 -1.20 -0.19
H 2.40 -2.99 -0.55
N -0.87 0.31 0.25
O -3.28 -1.01 -0.16
O 1.40 -1.30 -0.30
S 0.73 2.60 -0.16
*
```

Energy relative to the best compared isomer or geometry (same formula, charge and spin) (kJ/mol): 366.4
Structure (SMILES): S=C(c1ccco1)N1CCOCC1
Calculated total energy (eV): -25928.47908
LUMO (eV): -0.3
Kohn-Sham gap (eV): 7.8